{"formula": "C26H24Li", "method": "ωB97M-V/def2-TZVPD", "species": ["C", "C", "C", "C", "C", "C", "C", "C", "C", "C", "C", "C", "C", "C", "C", "C", "C", "C", "C", "C", "C", "C", "C", "C", "C", "C", "Li", "H", "H", "H", "H", "H", "H", "H", "H", "H", "H", "H", "H", "H", "H", "H", "H", "H", "H", "H", "H", "H", "H", "H", "H"], "xyz": [[2.622, 0.859, 3.347], [-1.408, 2.886, -0.514], [3.839, 1.575, 3.491], [-2.171, 3.742, 0.289], [-0.239, 4.262, 1.697], [1.380, 1.576, 3.305], [-6.195, -0.914, 3.742], [-1.011, 1.543, 3.824], [-4.839, -0.299, 3.879], [0.966, 1.813, -0.735], [2.680, -0.563, 3.330], [6.391, -1.197, 3.853], [5.041, 0.913, 3.670], [3.896, -1.213, 3.509], [-3.703, -1.059, 3.577], [-1.598, 4.427, 1.388], [5.087, -0.488, 3.660], [0.519, 3.374, 0.933], [-3.428, 1.599, 4.387], [-4.694, 1.022, 4.305], [2.131, 1.944, 0.068], [-2.265, 0.860, 3.997], [1.837, 2.847, 1.129], [0.142, 0.931, 3.330], [-0.060, 2.676, -0.206], [-2.432, -0.519, 3.683], [-2.667, 2.786, 2.683], [3.937, -2.305, 3.553], [1.771, -1.152, 3.193], [6.227, -2.278, 3.890], [-6.106, -2.002, 3.677], [-6.703, -0.559, 2.836], [0.077, -0.097, 2.957], [-1.554, -1.141, 3.496], [1.411, 2.635, 3.585], [3.811, 2.664, 3.468], [-3.314, 2.638, 4.740], [6.874, -0.874, 4.783], [-1.843, 2.368, -1.375], [0.811, 1.166, -1.592], [2.555, 3.272, 1.822], [7.089, -0.989, 3.033], [-3.217, 3.938, 0.038], [-5.582, 1.602, 4.581], [-6.835, -0.669, 4.595], [-2.192, 5.157, 1.955], [3.084, 1.438, -0.088], [-0.944, 2.587, 4.178], [5.959, 1.476, 3.840], [0.259, 4.841, 2.484], [-3.847, -2.096, 3.264]], "e_homo_ev": -2.06, "orbital_gap_ev": 4.3, "total_charge": -1, "spin_multiplicity": 1}

---

{"formula": "C14H18Cl2N2OSTa", "method": "ωB97M-V/def2-TZVPD", "species": ["Ta", "Cl", "Cl", "S", "O", "N", "N", "C", "C", "C", "C", "C", "C", "C", "C", "C", "C", "C", "C", "C", "C", "H", "H", "H", "H", "H", "H", "H", "H", "H", "H", "H", "H", "H", "H", "H", "H", "H", "H"], "xyz": [[1.034, -0.874, 0.921], [2.084, 2.950, 4.202], [-1.280, -0.540, 1.598], [1.833, 0.276, 2.731], [1.700, -2.466, 1.084], [1.802, -0.025, -0.777], [2.006, 1.323, -1.011], [-1.858, 2.855, 3.647], [-0.949, 0.958, 2.598], [1.972, -4.193, 3.006], [2.460, -4.047, 1.620], [-0.586, 3.228, 4.049], [2.230, -0.662, -1.949], [2.025, -5.017, 0.598], [0.521, 2.457, 3.705], [2.509, 1.541, -2.221], [0.363, 1.273, 2.971], [2.823, 2.887, -2.737], [2.186, -2.141, -2.097], [2.647, 0.281, -2.839], [-2.060, 1.704, 2.888], [-3.051, 1.407, 2.571], [3.797, 2.875, -3.226], [2.244, -3.358, 3.648], [0.907, -4.414, 3.052], [3.477, -3.677, 1.522], [2.542, -5.948, 0.871], [1.873, 2.016, -0.287], [2.872, -2.615, -1.394], [2.499, -2.415, -3.102], [1.178, -2.539, -1.954], [-0.433, 4.121, 4.640], [0.956, -5.215, 0.643], [2.821, 3.648, -1.958], [2.507, -5.072, 3.391], [-2.714, 3.455, 3.930], [2.349, -4.767, -0.408], [3.025, 0.104, -3.833], [2.087, 3.165, -3.496]], "e_homo_ev": -18.61, "orbital_gap_ev": 6.3, "total_charge": 3, "spin_multiplicity": 1}

---

{"formula": "C28H30Cl3N3O5SiSn", "method": "ωB97M-V/def2-TZVPD", "species": ["Sn", "Cl", "Cl", "Cl", "Si", "O", "O", "O", "O", "O", "N", "N", "N", "C", "C", "C", "C", "C", "C", "C", "C", "C", "C", "C", "C", "C", "C", "C", "C", "C", "C", "C", "C", "C", "C", "C", "C", "C", "C", "C", "C", "H", "H", "H", "H", "H", "H", "H", "H", "H", "H", "H", "H", "H", "H", "H", "H", "H", "H", "H", "H", "H", "H", "H", "H", "H", "H", "H", "H", "H", "H"], "xyz": [[-0.722, 0.024, 0.266], [0.460, 4.554, 2.236], [4.712, 2.739, 1.487], [1.919, 2.146, 0.425], [2.381, -0.702, -1.268], [3.809, 1.479, 2.259], [1.976, 0.244, 2.412], [-3.293, -0.019, -3.282], [-2.382, -2.820, 3.011], [0.857, -1.062, -0.794], [-1.578, 0.493, -1.814], [-1.326, -0.934, 2.179], [-2.490, -1.283, -0.119], [-4.388, -1.822, -1.423], [3.715, -1.468, -0.222], [1.239, 3.401, 1.309], [-2.127, -2.018, 2.127], [-0.679, -1.259, -3.943], [0.214, 0.817, -5.032], [1.302, -0.288, 5.394], [-0.470, -0.802, 3.320], [0.499, 2.175, -5.048], [2.755, -0.903, -3.068], [-0.420, 0.224, -3.948], [-1.619, 1.413, 3.689], [1.342, -1.496, 4.721], [-4.813, -2.697, -0.433], [0.144, 2.958, -3.962], [-2.682, -0.147, -2.228], [-3.214, -1.121, -1.220], [-0.900, 3.279, -1.703], [-0.554, 0.403, 4.025], [2.474, 1.124, 1.805], [-2.917, -2.073, 0.855], [0.671, -3.023, 2.859], [2.362, 1.125, -0.717], [-4.075, -2.813, 0.737], [-0.810, 1.036, -2.878], [-0.514, 2.403, -2.871], [0.348, 0.654, 5.051], [0.484, -1.766, 3.661], [-0.095, 3.349, -0.964], [-4.365, -3.444, 1.565], [-5.724, -3.265, -0.562], [3.790, -2.542, -0.411], [-1.780, 2.896, -1.191], [0.993, 2.619, -5.902], [1.604, 3.052, -0.723], [4.683, -1.011, -0.443], [-0.248, -3.601, 2.796], [0.361, 4.021, -3.962], [0.000, -1.764, -4.626], [0.977, -2.774, 1.836], [2.725, 0.042, -3.610], [3.749, -1.342, -3.186], [2.091, -2.233, 4.984], [0.307, 1.603, 5.573], [-0.547, -1.672, -2.944], [2.036, -1.576, -3.521], [1.448, -3.645, 3.301], [-4.927, -1.653, -2.343], [3.191, 2.718, 0.562], [0.519, 1.394, 0.301], [0.504, 0.195, -5.871], [-1.588, 1.712, 2.636], [3.507, -1.318, 0.839], [-1.506, 2.310, 4.297], [-1.104, 4.297, -2.037], [-2.615, 0.999, 3.859], [2.026, -0.072, 6.170], [-1.699, -1.473, -4.276]], "e_homo_ev": [-7.86, -7.86], "orbital_gap_ev": [6.4, 6.4], "spin_multiplicity": 1}